1.
Computed, not measured: an isolated ion of composition C5H10NO2 and charge +2 at a distorted geometry, with the ωB97M-V functional and the def2-TZVPD basis.

Geometry (Å):
O 0.6740 2.7960 -0.5820
C 0.8561 1.8143 0.3764
C -0.0048 0.6777 -0.0983
N 0.9031 -0.4143 -0.6928
C -0.1489 -1.6972 -0.7941
C -1.0522 -1.4890 0.4546
C -0.7278 -0.0352 0.9736
O 1.6056 1.8385 1.2533
H 1.0085 3.6707 -0.3620
H -0.7023 1.0832 -0.8812
H 1.3302 -0.2116 -1.6143
H 1.6506 -0.7279 -0.0907
H -0.6987 -1.5681 -1.7760
H 0.4977 -2.5847 -0.8885
H -2.2156 -1.5187 0.3595
H -0.9969 -2.2373 1.2160
H -0.1325 -0.0021 1.9492
H -1.8461 0.6057 1.1972

Output
Charge: +2
Energy in Eh: -400.9124
Spin multiplicity: 2
HOMO (alpha / beta) in eV: -20.05 / -20.03
Energy above the lowest of the compared OMol25 structures with the same formula, charge and spin in eV: 2.724
Expectation value of S²: 0.758
Largest force on an atom in hartree/bohr: 0.14916
Orbital gap (alpha / beta) in eV: 10.348 / 4.855
E_LUMO (alpha / beta) in eV: -9.70 / -15.17

2.
Computed, not measured: C5H10NO2P in the gas phase at a distorted geometry, with the ωB97M-V functional and the def2-TZVPD basis.

Geometry (Å):
O -4.5126 1.0680 -0.0082
C -3.8213 0.1105 -0.1163
O -3.5464 -0.9325 0.5687
C -2.7414 -0.7258 -0.6273
P -1.0293 -0.2240 -0.0675
C -0.0822 1.4091 -0.0756
C 1.3256 0.9005 0.3694
N 1.4862 -0.3682 -0.2841
C 0.4561 -1.2790 0.1503
H -2.9304 -1.3996 -1.5104
H -0.9391 -0.1386 -1.5269
H -1.2932 -0.1040 1.3101
H -0.5644 2.1420 0.6123
H 0.0315 1.6066 -1.0746
H 1.9788 1.7242 0.1958
H 1.1931 0.9018 1.4184
H 2.4621 -0.6633 -0.2312
H 0.4854 -1.8544 1.1724
H 0.4927 -2.1559 -0.5485

Output
Energy in Eh: -742.9207
HOMO in eV: -8.44
Energy above the lowest of the compared OMol25 structures with the same formula, charge and spin in eV: 5.383
Largest force on an atom in hartree/bohr: 0.06890
Orbital gap in eV: 9.255
E_LUMO in eV: 0.82
SMILES: O=C1O[C@@H]1[PH2]1CCNC1

3.
Computed, not measured: C5H10NO2P as an isolated structure at a distorted geometry, with the ωB97M-V functional and the def2-TZVPD basis.

Geometry (Å):
C 1.8701 0.0041 -0.4309
C -1.3013 -0.2905 -1.2767
C -0.7727 0.9781 -0.6724
C -1.6635 -1.3321 -0.2337
C 0.6762 0.1587 0.4513
N 0.7247 1.0221 1.5096
O 1.9154 -0.9359 -1.2032
O 2.9033 0.8066 -0.4058
P 0.0830 -1.6117 0.5912
H -2.1726 0.0133 -1.8514
H -0.5265 -0.7078 -1.9356
H -0.3493 1.7110 -1.2883
H -1.5240 1.5199 0.0498
H -2.2767 -1.0256 0.6643
H -1.9989 -2.2218 -0.5390
H 0.2356 0.7019 2.3416
H 2.9305 1.4070 0.4008
H 1.6509 1.4182 1.7631
H -0.4041 -1.6154 2.0653

Output
Energy in Eh: -743.0149
HOMO in eV: -8.14
Energy above the lowest of the compared OMol25 structures with the same formula, charge and spin in eV: 2.820
Largest force on an atom in hartree/bohr: 0.10801
Orbital gap in eV: 8.536
E_LUMO in eV: 0.39

4.
Computed, not measured: a 2-piece molecular cluster, C5H10NO3 overall at a distorted geometry, with the ωB97M-V functional and the def2-TZVPD basis.

Geometry (Å):
C -1.7648 -1.2868 1.1360
C -1.4430 -2.0288 -0.1032
O -2.1961 -2.9429 -0.4414
N -0.4070 -1.6555 -0.9036
H -2.8269 -1.2304 1.2995
H -1.5019 -0.2189 1.2276
H -0.1767 -2.2642 -1.6706
H 0.4141 -1.1028 -0.5549
H -1.3459 -1.7655 2.0120
C 1.7317 1.6410 -0.4096
C 0.3070 2.1893 -0.6326
C 1.6076 0.3609 0.5531
O 1.0454 0.6288 1.6303
O 1.9208 -0.7689 0.0997
H 2.2381 1.3308 -1.3288
H 2.5267 2.2334 0.0470
H 0.1583 2.3742 -1.6820
H 0.1126 3.0689 -0.0181
H -0.4002 1.4375 -0.2604

Output
Charge: -1
Energy in Eh: -477.0815
HOMO in eV: -4.65
Energy above the lowest of the compared OMol25 structures with the same formula, charge and spin in eV: 0.558
Largest force on an atom in hartree/bohr: 0.04182
Orbital gap in eV: 8.600
E_LUMO in eV: 3.95

5.
Computed, not measured: an isolated ion of composition C5H10NO3 and charge +1 at a distorted geometry, with the ωB97M-V functional and the def2-TZVPD basis.

Geometry (Å):
O -2.6285 0.2990 -0.1780
C -1.3374 -0.0824 -0.0250
N -0.3995 1.4236 -0.0903
C 1.0730 1.0467 0.1198
C 1.1805 -0.4420 -0.0554
C 0.3679 -1.1385 1.1584
O -1.0272 -0.6339 1.1542
C 0.4342 -0.8845 -1.2421
O -0.9342 -0.6365 -1.1378
H -3.1914 0.1725 0.5792
H -0.4518 2.0842 0.6260
H -0.6885 1.8868 -0.9345
H 1.3686 1.3033 1.2186
H 1.5683 1.5404 -0.7171
H 2.2075 -0.6570 0.0533
H 0.3337 -2.2384 0.8206
H 0.6855 -0.8675 2.1688
H 0.7622 -0.1992 -2.0643
H 0.6771 -1.9765 -1.4544

Output
Charge: +1
Energy in Eh: -476.7007
HOMO in eV: -15.19
Energy above the lowest of the compared OMol25 structures with the same formula, charge and spin in eV: 1.816
Largest force on an atom in hartree/bohr: 0.08497
Orbital gap in eV: 12.126
E_LUMO in eV: -3.06
SMILES: O[C@]12[NH2+]C[C@H](CO1)CO2

6.
Computed, not measured: a 2-piece molecular cluster, C5H10NO5S overall at a distorted geometry, with the ωB97M-V functional and the def2-TZVPD basis.

Geometry (Å):
C 0.0470 2.3465 -0.1458
C 1.9771 0.2993 0.1142
C 0.4390 -1.2777 0.9880
C 0.3075 -0.5317 -1.3074
C -0.3347 0.9733 0.4766
N 0.5544 -0.1160 0.0964
O -0.0238 2.6366 -1.3258
O -4.1328 -0.2676 0.6590
O 0.5107 3.0777 0.7616
O -2.3509 -1.9148 0.7992
O -3.0006 -0.9369 -1.4244
S -2.9218 -0.8134 0.0295
H 2.1124 1.0935 0.8981
H 2.8177 -0.3963 0.1157
H 2.2827 0.9755 -0.8475
H 0.9250 -0.8786 1.9561
H -0.5850 -1.3483 1.0837
H 0.8799 -2.0567 0.5389
H -0.7257 -0.9778 -1.2781
H 0.2956 0.1888 -2.1449
H 1.1069 -1.2345 -1.6897
H -0.1807 1.1591 1.6467

Output
Charge: -1
Energy in Eh: -1025.5552
HOMO (alpha / beta) in eV: -4.09 / -5.13
Energy above the lowest of the compared OMol25 structures with the same formula, charge and spin in eV: 4.285
Largest force on an atom in hartree/bohr: 0.10844
Orbital gap (alpha / beta) in eV: 6.665 / 7.996
E_LUMO (alpha / beta) in eV: 2.58 / 2.86

7.
Computed, not measured: an isolated ion of composition C5H10NOS and charge +1 at a distorted geometry, with the ωB97M-V functional and the def2-TZVPD basis.

Geometry (Å):
C -1.4631 -0.6721 -0.6738
C -1.9424 0.2714 0.4485
C -0.2811 -1.2013 0.0025
C 0.2440 -0.2451 0.9460
C 1.5828 0.3767 0.3720
N 1.0681 1.1911 -0.7103
O -0.6892 0.7648 0.9548
S 3.1404 -0.2613 0.0003
H -2.0717 -1.4763 -1.0220
H -1.2621 -0.0770 -1.6560
H -2.5854 1.1528 0.0047
H -2.6016 -0.3592 1.2264
H 0.1683 -2.1940 -0.1230
H 0.4910 -0.5627 1.9700
H 0.0718 1.2297 -0.3604
H 1.2745 0.6463 -1.5154
H 1.4292 2.1075 -1.0342
H 3.4265 -0.6913 1.1698

Output
Charge: +1
Energy in Eh: -724.2760
HOMO (alpha / beta) in eV: -12.35 / -12.53
Energy above the lowest of the compared OMol25 structures with the same formula, charge and spin in eV: 4.364
Largest force on an atom in hartree/bohr: 0.06235
Orbital gap (alpha / beta) in eV: 7.622 / 8.295
E_LUMO (alpha / beta) in eV: -4.73 / -4.24

8.
Computed, not measured: C5H10NP in the gas phase at a distorted geometry, with the ωB97M-V functional and the def2-TZVPD basis.

Geometry (Å):
C -0.3706 1.9160 0.3320
C 0.9348 1.8439 1.0930
C 0.8647 1.3373 -0.3401
P 1.2610 -0.3689 -0.6954
N -0.1043 -1.1379 -0.0990
C -1.3525 -1.6937 -0.5196
C -0.3376 -2.4980 0.1355
H -1.1650 1.1468 0.6773
H -0.5222 2.8993 0.0464
H 1.3933 2.8010 1.2893
H 1.1005 0.9561 1.7618
H 1.2260 2.1650 -0.9308
H 1.0454 -0.2111 -2.1827
H -1.7201 -1.8951 -1.4393
H -2.1659 -1.2295 0.1445
H -0.3487 -2.7788 1.1478
H 0.2611 -3.2526 -0.4206

Output
Energy in Eh: -592.4912
HOMO in eV: -8.61
Energy above the lowest of the compared OMol25 structures with the same formula, charge and spin in eV: 2.402
Largest force on an atom in hartree/bohr: 0.10150
Orbital gap in eV: 9.724
E_LUMO in eV: 1.11
SMILES: C1CC1PN1CC1

9.
Computed, not measured: C5H10NP in the gas phase at a distorted geometry, with the ωB97M-V functional and the def2-TZVPD basis.

Geometry (Å):
C 2.1934 -0.6512 -0.6041
C 1.3787 0.2502 0.1152
P -0.4424 -0.2213 0.4491
C -0.8744 1.3793 1.0936
C -0.9912 -0.2734 -1.1905
C -2.0093 -1.2086 1.1467
N -2.6758 -1.9853 1.6654
H 2.2466 -1.6466 -0.1247
H 1.7613 -0.8825 -1.6144
H 3.2822 -0.2432 -0.6784
H 1.8570 0.7001 0.9698
H -0.3688 2.0205 0.4086
H -1.8784 1.6941 1.1121
H -0.4073 1.4691 2.0538
H -0.4296 -0.8442 -1.9820
H -2.0675 -0.3770 -1.2753
H -0.5745 0.8200 -1.5450

Output
Energy in Eh: -592.4745
HOMO (alpha / beta) in eV: -8.05 / -8.05
Energy above the lowest of the compared OMol25 structures with the same formula, charge and spin in eV: 2.856
Largest force on an atom in hartree/bohr: 0.09546
Orbital gap (alpha / beta) in eV: 7.557 / 7.560
E_LUMO (alpha / beta) in eV: -0.49 / -0.49
SMILES: CC=P(C)(C)C#N

10.
Computed, not measured: a 2-piece molecular cluster, C5H10NS overall at a distorted geometry, with the ωB97M-V functional and the def2-TZVPD basis.

Geometry (Å):
C -1.0099 -1.7959 0.0303
C 0.4644 -2.2861 -0.0048
S 1.4953 -1.1989 -1.0167
H -1.4788 -1.8719 -0.9619
H -0.9581 -0.7340 0.2158
H -1.6130 -2.3438 0.7485
H 0.4727 -3.3150 -0.3781
H 0.8444 -2.2182 1.0402
C -0.8160 2.1888 1.0185
C 0.1581 1.7247 1.8401
C -0.5482 1.6571 -0.9601
N -1.5076 1.5923 -0.0413
H -1.2968 3.1198 1.3136
H 0.8744 0.9552 1.5189
H 0.4135 2.3061 2.7153
H -0.7999 2.1054 -1.9241
H 0.4563 1.2655 -0.7616

Output
Energy in Eh: -649.2758
Spin multiplicity: 2
HOMO (alpha / beta) in eV: -8.68 / -8.67
Energy above the lowest of the compared OMol25 structures with the same formula, charge and spin in eV: 1.870
Expectation value of S²: 0.753
Largest force on an atom in hartree/bohr: 0.08710
Orbital gap (alpha / beta) in eV: 8.925 / 6.506
E_LUMO (alpha / beta) in eV: 0.24 / -2.17

11.
Computed, not measured: a 2-piece molecular cluster, C5H10NS overall at a distorted geometry, with the ωB97M-V functional and the def2-TZVPD basis.

Geometry (Å):
C 1.4673 0.6017 -0.3229
C 0.6172 1.2953 -0.9274
C 2.1611 -0.3108 0.3063
C -2.8169 -0.1518 0.0128
C 1.6155 -1.3367 1.2880
N -2.4757 0.4584 1.1168
S -1.7141 -0.8744 -1.1284
H 0.4048 1.2730 -1.9762
H 0.3357 2.1735 -0.3745
H 3.2118 -0.3903 0.1254
H -3.8502 -0.1843 -0.3723
H 1.3094 -2.2487 0.8556
H 0.8138 -1.1620 1.9027
H 2.3895 -1.5486 2.0141
H -3.0836 0.6805 1.8792
H -1.5219 0.4710 1.3880
H -0.5390 -0.3181 -0.8411

Output
Charge: +1
Energy in Eh: -649.0896
HOMO in eV: -12.87
Energy above the lowest of the compared OMol25 structures with the same formula, charge and spin in eV: 3.695
Largest force on an atom in hartree/bohr: 0.10020
Orbital gap in eV: 7.687
E_LUMO in eV: -5.18

12.
Computed, not measured: a 2-piece molecular cluster, C5H10O overall at a distorted geometry, with the ωB97M-V functional and the def2-TZVPD basis.

Geometry (Å):
C -0.6142 0.8598 -0.6930
C -0.2972 2.2183 -0.7737
C 0.4277 -0.2215 -0.7468
C 0.0005 -1.4263 0.0416
C 0.1299 -2.6907 -0.3701
H -1.6389 0.5173 -0.5901
H -1.0806 2.9618 -0.8242
H 0.7419 2.5360 -0.7465
H 1.3818 0.1454 -0.3390
H 0.6457 -0.5203 -1.7794
H -0.4430 -1.2188 1.0081
H -0.2050 -3.4917 0.2752
H 0.5957 -2.9216 -1.3208
H 0.0527 1.1752 1.4918
H 0.1954 1.3828 3.0128
O 0.1075 0.6942 2.3541

Output
Charge: -1
Energy in Eh: -271.6477
Spin multiplicity: 2
HOMO (alpha / beta) in eV: 1.07 / -4.33
Energy above the lowest of the compared OMol25 structures with the same formula, charge and spin in eV: 1.188
Expectation value of S²: 0.754
Largest force on an atom in hartree/bohr: 0.02525
Orbital gap (alpha / beta) in eV: 2.959 / 8.303
E_LUMO (alpha / beta) in eV: 4.02 / 3.97